(1)
Here is a single C4H7NO2 molecule from OMol25. Energies are from wB97M-V/def2-TZVPD.

Properties
ΔE to the lowest compared entry with this formula, charge and spin   84.38 kcal per mole
F_max   0.60 eV Å⁻¹
HOMO energy   -8.33 eV
Calculated total energy   -361.7464 Ha

```
! RIJCOSX wB97M-V def2-TZVPD def2/J DEFGRID3
* xyz 0 1
O -0.651 1.049 -0.709
O -1.260 -0.960 0.164
N -2.710 0.823 0.039
C -1.519 0.190 -0.130
C 0.992 -0.058 0.695
C 0.715 0.666 -0.582
C 1.923 -1.182 0.481
H 2.616 -1.354 1.309
H -2.688 1.827 -0.045
H 1.259 1.615 -0.445
H 1.184 -2.002 0.540
H -3.355 0.435 0.706
H 1.066 0.221 -1.528
H 2.428 -1.272 -0.495
*
```



(2)
Here is a molecular structure, C32H30MnN3O7S2 from OMol25. Energies are from wB97M-V/def2-TZVPD.

Properties
ΔE to the lowest compared entry with this formula, charge and spin   20.58 kcal per mole
F_max   1.61 eV Å⁻¹
HOMO energy (alpha / beta)   -5.12 / -5.45 eV
Calculated total energy   -3875.9028 Ha
<S²>   8.753

```
! RIJCOSX wB97M-V def2-TZVPD def2/J DEFGRID3
* xyz -1 6
Mn -0.022 0.380 0.204
S -1.512 3.317 1.882
S -1.880 1.877 -2.387
O 2.039 0.540 0.406
O 0.926 1.215 -2.132
O -1.757 3.812 3.221
O 1.000 -3.128 -1.813
O 0.035 -1.399 -0.811
O 3.720 -0.920 0.287
O -2.661 3.352 0.995
N -1.740 1.311 -0.926
N -0.889 1.842 1.798
N -0.017 -0.102 2.498
C 1.570 0.784 -4.315
C 1.714 -0.949 -2.496
C -0.245 1.200 2.793
C 2.665 1.612 -3.619
C 0.842 0.170 -3.097
C -0.322 4.418 1.104
C 1.337 6.197 -0.217
C -1.467 4.560 -2.709
C -4.058 0.140 -2.469
C 2.348 1.322 -2.141
C -5.195 -0.406 -3.044
C 0.390 3.990 0.001
C 1.219 4.883 -0.655
C 2.855 -0.218 -0.210
C -2.864 6.282 -1.801
C -3.535 3.985 -1.598
C 2.798 -0.102 -1.775
C -2.380 3.607 -2.271
C -5.115 1.254 -4.785
C -0.193 5.708 1.577
C 0.763 0.922 4.947
C -1.717 5.897 -2.480
C 0.637 6.596 0.917
C 0.862 -1.932 -1.610
C -3.989 1.810 -4.205
C 0.574 -0.873 3.397
C -3.773 5.325 -1.369
C -3.472 1.250 -3.049
C 0.165 1.747 4.022
C -5.714 0.144 -4.206
C 2.184 7.190 -0.957
C 0.958 -0.423 4.647
H 1.393 -1.100 5.367
H 0.738 -1.900 3.096
H 3.674 1.299 -3.883
H 0.752 7.606 1.283
H -6.586 -0.295 -4.669
H 1.976 0.021 -4.977
H -3.050 7.328 -1.602
H -0.578 4.238 -3.227
H 3.795 -0.348 -2.148
H 2.950 6.688 -1.545
H -0.010 2.791 4.221
H 2.653 7.886 -0.263
H -5.520 1.679 -5.692
H 1.558 7.778 -1.632
H -2.351 1.792 -0.261
H 1.781 4.556 -1.520
H 2.559 2.677 -3.837
H -4.661 5.622 -0.832
H -0.743 5.993 2.461
H 0.893 1.419 -4.886
H -3.607 -0.280 -1.581
H 1.084 1.320 5.901
H 2.159 -1.577 -3.272
H -5.674 -1.264 -2.594
H -1.009 6.641 -2.813
H 2.669 2.085 -1.431
H -3.505 2.674 -4.634
H -0.199 -0.103 -3.272
H 0.294 2.958 -0.329
H -4.232 3.234 -1.255
*
```



(3)
Here is a single C4H6IP molecule from OMol25. Energies are from wB97M-V/def2-TZVPD.

Properties
ΔE to the lowest compared entry with this formula, charge and spin   125.95 kcal per mole
F_max   3.36 eV Å⁻¹
HOMO energy (alpha / beta)   -8.95 / -7.67 eV
Calculated total energy   -794.8660 Ha

```
! RIJCOSX wB97M-V def2-TZVPD def2/J DEFGRID3
* xyz 0 1
I 3.163 0.230 -0.087
P 1.193 -1.021 0.553
C -0.208 1.513 0.343
C -0.322 1.758 -0.914
C -0.052 0.269 1.171
C 0.684 -1.701 -0.936
H 1.480 -1.768 -1.584
H -1.045 -0.180 1.253
H -0.303 -1.974 -1.099
H 0.302 1.139 -1.625
H 0.190 0.339 2.185
H -0.431 2.164 1.142
*
```



(4)
Here is a molecular structure, C47H40N9O2ReS2 from OMol25. Energies are from wB97M-V/def2-TZVPD.

Properties
ΔE to the lowest compared entry with this formula, charge and spin   0.00 kcal per mole
F_max   2.30 eV Å⁻¹
HOMO energy (alpha / beta)   -14.41 / -14.42 eV
Calculated total energy   -3332.1879 Ha
<S²>   3.804

```
! RIJCOSX wB97M-V def2-TZVPD def2/J DEFGRID3
* xyz 3 4
Re -0.407 0.823 -0.091
S -0.214 5.621 -1.928
S 1.081 -5.690 6.082
O 1.019 -5.349 -3.371
O 3.040 -3.954 6.546
N 1.284 4.064 -0.397
N 3.097 -5.252 -2.480
N -3.981 -1.522 -0.976
N 0.548 -1.016 -1.138
N 1.450 1.406 0.835
N -0.778 3.182 -1.151
N -0.990 2.231 1.660
N -2.238 -0.151 -0.949
N 1.820 1.394 -1.828
C -2.988 0.106 -4.592
C 1.368 1.932 2.077
C 1.877 -4.767 -2.755
C -0.222 -3.696 2.893
C -0.159 -2.347 3.283
C -2.186 2.731 1.976
C -0.058 3.290 3.594
C 2.661 1.047 0.357
C -2.694 -0.254 -2.260
C 0.309 -1.368 -2.402
C 0.109 -4.687 3.785
C 0.068 2.492 2.464
C 0.209 -2.028 4.599
C -3.805 -1.124 -2.282
C -2.283 0.370 -3.438
C 2.952 0.682 -3.793
C 0.779 -2.542 -2.958
C 3.695 1.494 2.471
C 0.944 2.163 -3.958
C -3.045 -0.925 -0.233
C 1.926 1.383 -3.151
C -1.291 3.841 3.910
C 2.766 0.787 -1.088
C 1.854 -3.007 -0.890
C -0.408 -1.339 2.331
C -4.511 -1.392 -3.449
C -1.720 4.924 -2.439
C 0.575 -3.021 5.485
C -4.083 -0.762 -4.600
C 1.332 -1.820 -0.411
C 3.799 1.066 1.159
C 3.801 0.056 -1.656
C 0.129 4.122 -1.077
C -3.060 2.963 -2.147
C -0.533 -0.517 1.436
C 0.556 -4.356 5.070
C -3.380 2.385 1.164
C 2.741 -5.081 6.736
C -2.671 5.506 -3.264
C 3.875 -0.014 -3.041
C -2.361 3.560 3.089
C 1.560 -3.400 -2.192
C 3.482 -6.200 7.340
C -4.010 3.538 -2.971
C 2.477 1.975 2.916
C -1.867 3.630 -1.894
C -3.817 4.790 -3.548
H 1.679 3.155 -0.214
H 1.529 -1.520 0.608
H 0.858 -2.764 6.494
H 4.319 -5.816 7.920
H -2.695 0.592 -5.509
H -5.363 -2.053 -3.451
H -4.563 5.210 -4.203
H -3.784 3.272 0.677
H 0.587 1.573 -4.799
H 4.755 0.780 0.751
H 0.110 2.493 -3.346
H -3.117 1.651 0.411
H 0.206 -0.994 4.913
H -2.511 6.491 -3.671
H -0.529 -3.940 1.888
H -4.159 1.984 1.811
H -2.973 -1.049 0.833
H 1.927 4.831 -0.509
H 3.014 0.692 -4.869
H -4.708 -2.137 -0.639
H 2.389 2.373 3.910
H 0.060 -5.726 3.502
H 4.659 -0.584 -3.517
H 2.847 -6.834 7.959
H 4.553 1.493 3.124
H 0.519 -2.809 -3.970
H -1.469 1.077 -3.450
H 3.879 -6.829 6.539
H -0.293 -0.702 -3.000
H 1.433 3.048 -4.369
H -3.247 2.005 -1.703
H 3.821 -4.713 -2.042
H -3.337 3.972 3.290
H 2.451 -3.624 -0.237
H -1.407 4.465 4.782
H 0.788 3.498 4.223
H 3.343 -6.157 -2.854
H 4.530 -0.451 -1.046
H -4.920 2.996 -3.168
H -4.607 -0.930 -5.527
*
```



(5)
Here is 3 unconnected molecules or ions with the total composition C37H56F4IN8O9 from OMol25. Energies are from wB97M-V/def2-TZVPD.

Properties
F_max   5.01 eV Å⁻¹
HOMO energy   -11.55 eV
Calculated total energy   -3255.1564 Ha

```
! RIJCOSX wB97M-V def2-TZVPD def2/J DEFGRID3
* xyz 1 1
I 5.944 -1.507 6.106
F 2.742 0.367 5.666
F 2.205 3.366 4.480
F 0.448 1.989 3.639
F 3.966 1.395 4.118
O 3.866 3.422 -0.090
O -9.700 -0.618 -2.452
O -9.418 0.482 -4.292
O -3.347 -0.686 5.925
O 1.450 4.292 -3.634
O -0.636 4.606 -3.144
O -1.699 -0.166 7.428
O 0.262 0.013 1.439
O 5.348 -1.275 3.210
N -1.010 -6.954 1.679
N -8.995 -0.113 -3.312
N 1.743 -1.880 0.821
N 0.387 4.881 -3.763
N -1.666 0.348 -3.370
N -0.558 1.874 -4.874
N 0.213 -0.600 -4.595
N 2.326 -0.032 3.271
C 1.423 -0.566 -3.691
C 2.182 -1.463 3.445
C -7.019 -0.911 -2.063
C -0.694 0.524 -4.257
C -0.582 0.661 0.461
C 1.413 7.388 -6.344
C 0.747 -1.969 4.036
C 4.761 -1.638 4.244
C 2.624 0.865 4.326
C -1.697 1.507 1.291
C -5.640 -0.995 -1.907
C 0.236 8.117 -6.489
C -0.854 6.710 -4.865
C 3.290 -2.215 4.388
C 1.132 -1.354 -2.298
C -5.325 0.285 -3.930
C 1.552 2.083 4.535
C 2.522 -1.880 -1.751
C 0.483 -2.671 0.612
C 2.368 -2.376 2.092
C 0.390 -1.506 5.512
C -6.703 0.372 -4.095
C 0.331 5.990 -4.716
C 2.659 0.335 1.889
C 2.815 -2.072 -0.224
C 1.465 6.320 -5.455
C -0.465 -5.564 1.902
C 3.661 2.016 0.214
C -7.543 -0.223 -3.156
C 2.602 1.863 1.442
C -2.051 -0.908 6.470
C -0.896 7.778 -5.754
C 0.589 -4.083 -0.099
C -1.116 -2.038 5.834
C -4.795 -0.394 -2.837
C 1.538 -0.386 0.929
C 0.777 -5.350 0.910
H 3.020 -2.179 5.497
H -0.030 -5.593 2.973
H 2.725 -2.885 -2.291
H -1.184 -7.114 0.670
H 1.736 0.519 -3.531
H 1.669 0.162 -0.079
H 0.804 -6.272 0.215
H 3.186 -3.159 -0.068
H -1.054 -2.873 6.628
H -0.136 -1.621 3.374
H 0.475 -0.752 -1.599
H -0.379 2.592 -4.160
H 2.235 -1.185 -4.230
H 1.784 -5.342 1.448
H -7.103 0.904 -4.951
H -1.743 6.456 -4.298
H 3.747 -1.443 0.044
H -7.667 -1.380 -1.331
H 3.334 -1.182 -2.194
H -2.537 1.889 0.600
H 4.674 3.484 -0.643
H 1.048 -1.967 6.334
H 1.085 2.054 5.589
H 0.353 -0.357 5.611
H 0.504 -2.271 -2.621
H -0.062 1.421 -0.212
H -3.719 -0.455 -2.708
H 0.202 8.955 -7.179
H -4.000 -0.892 6.642
H -1.609 -2.535 4.921
H 2.938 2.627 2.215
H 3.725 -0.025 1.673
H -1.154 2.456 1.653
H 2.050 -3.428 2.412
H 1.339 -4.213 -0.938
H 4.650 1.525 0.503
H -0.445 -4.278 -0.582
H 1.607 2.224 1.023
H -0.127 -2.845 1.576
H 0.666 -3.125 4.026
H -4.662 0.750 -4.652
H -0.227 -2.031 -0.038
H 2.291 7.655 -6.922
H 3.514 -2.448 1.959
H -2.146 1.263 -3.311
H -1.810 8.349 -5.873
H -2.152 0.901 2.139
H 2.389 5.762 -5.349
H 3.348 -3.341 4.128
H -5.222 -1.526 -1.059
H 3.268 1.501 -0.742
H -1.276 -4.757 1.795
H -1.414 2.127 -5.391
H -1.907 -7.075 2.175
H 0.537 -0.392 -5.561
H -1.191 -0.096 -0.166
*
```



(6)
Here is a molecular structure, C6H6GaLiO2 from OMol25. Energies are from wB97M-V/def2-TZVPD.

Properties
ΔE to the lowest compared entry with this formula, charge and spin   0.00 kcal per mole
F_max   5.94 eV Å⁻¹
HOMO energy (alpha / beta)   -27.13 / -27.13 eV
Calculated total energy   -2312.9693 Ha

```
! RIJCOSX wB97M-V def2-TZVPD def2/J DEFGRID3
* xyz 4 1
Ga 0.634 -0.604 -1.901
O -2.973 -0.261 1.013
O 0.597 1.238 -1.604
C 0.871 1.733 -0.536
C -1.875 -0.510 1.196
C -0.147 -2.081 -0.727
C -0.560 -0.758 1.398
C 0.197 -1.584 0.518
C 0.960 2.134 0.687
Li -0.027 2.779 -3.113
H -1.194 -2.062 -1.055
H -0.201 -0.528 2.403
H 1.940 2.692 0.732
H 1.216 -1.772 0.868
H 0.083 2.476 1.239
H 0.480 -2.893 -1.117
*
```



(7)
Here is 2 unconnected molecules or ions with the total composition C3H7ClN2O2 from OMol25. Energies are from wB97M-V/def2-TZVPD.

Properties
ΔE to the lowest compared entry with this formula, charge and spin   175.11 kcal per mole
F_max   7.46 eV Å⁻¹
HOMO energy   -8.49 eV
Calculated total energy   -838.3844 Ha

```
! RIJCOSX wB97M-V def2-TZVPD def2/J DEFGRID3
* xyz 0 1
Cl 2.319 -0.321 -0.410
O -0.486 2.572 0.068
O -2.423 -0.829 -0.161
N -0.905 -0.752 -0.386
N -1.033 1.341 -0.056
C 1.068 0.237 0.843
C -0.272 0.313 0.133
C -0.639 -2.026 0.378
H -1.225 3.162 -0.379
H 0.774 -0.650 1.600
H -0.983 -2.960 -0.230
H 1.366 1.296 1.394
H -1.280 -1.911 1.267
H -2.592 -0.371 -1.629
H 0.418 -2.307 0.650
*
```



(8)
Here is a molecular structure, C45H67BN10O from OMol25. Energies are from wB97M-V/def2-TZVPD.

Properties
ΔE to the lowest compared entry with this formula, charge and spin   92.53 kcal per mole
F_max   11.50 eV Å⁻¹
HOMO energy   -7.11 eV
Calculated total energy   -2401.4313 Ha

```
! RIJCOSX wB97M-V def2-TZVPD def2/J DEFGRID3
* xyz 0 1
O -2.044 -1.449 -0.240
N 7.731 -0.146 -0.322
N 1.675 4.838 -0.625
N 0.681 6.081 -3.273
N -6.328 -0.211 5.404
N -2.121 -3.563 -4.888
N 2.665 -2.233 -4.161
N -3.908 1.685 3.989
N -3.875 0.385 -2.924
N -1.113 -0.876 0.313
N 3.891 -2.838 2.374
C 2.901 4.080 -0.744
C 4.295 -2.057 4.487
C 1.358 0.217 1.547
C -4.067 -0.867 -2.471
C 1.956 3.900 1.500
C 2.778 -3.040 -5.272
C 6.496 -0.847 -0.598
C -6.622 -0.401 4.037
C 2.677 -0.883 -4.325
C -2.925 2.501 4.645
C 1.212 0.221 0.055
C 1.343 5.105 -3.957
C -0.264 -0.439 -1.842
C -0.898 -1.036 1.716
C -0.237 0.074 -0.455
C 6.068 0.879 1.040
C -4.560 -1.712 4.717
C 4.810 -2.133 3.066
C -3.723 3.520 2.533
C 2.966 -2.061 -6.385
C -0.601 5.772 -2.789
C 2.903 -0.621 -5.865
C 2.830 -3.475 3.106
C 0.685 3.901 -3.628
C -5.578 -1.337 3.565
C -1.868 -0.154 2.475
C -1.474 -3.706 -2.564
C -2.856 -4.396 -2.817
C 0.653 -0.997 2.211
C -4.964 -0.676 -1.197
C 7.553 0.938 0.586
C -0.792 1.418 -0.359
C -1.072 -3.345 -3.976
C 3.106 3.400 0.681
C -5.243 -0.940 5.895
C -3.156 -4.172 -4.254
C -1.355 -2.533 2.214
C 5.423 -0.205 0.209
C 0.985 4.723 0.602
C -5.072 0.782 -0.886
C -4.356 2.189 2.768
C 2.894 -2.731 4.425
C -4.379 1.401 -2.123
C -0.694 4.195 -2.973
C -2.759 3.714 3.757
B 2.692 -3.800 -0.782
H -7.481 0.051 3.631
H 3.091 0.293 -6.374
H 8.756 -0.452 -0.520
H -3.602 -2.113 4.894
H 0.078 5.166 0.763
H 4.957 -1.384 5.295
H 4.233 -0.506 0.269
H 1.046 7.039 -3.262
H 3.201 -2.804 -0.975
H -0.744 1.672 0.637
H -5.579 -1.645 2.577
H -1.032 -3.340 1.547
H 2.307 5.352 -4.366
H 1.868 3.516 2.665
H -2.499 2.272 5.545
H -0.725 -3.650 -1.667
H 0.918 1.279 1.782
H -5.597 -1.587 -0.657
H 1.501 0.973 -0.386
H -4.405 0.898 4.444
H 5.700 -1.773 2.692
H 1.268 5.211 -1.350
H 2.329 0.282 1.929
H -4.960 -0.798 7.009
H -5.193 1.504 2.385
H -1.515 3.430 -2.918
H 5.609 1.524 1.586
H 3.511 3.975 -1.639
H 3.837 2.600 0.877
H 1.741 -3.628 -0.131
H -5.519 1.250 -0.040
H -3.612 0.569 -3.908
H -0.408 2.235 -0.995
H -3.430 -4.883 -2.041
H 0.923 2.921 -3.847
H 8.363 1.644 0.930
H 6.667 -1.761 -1.194
H -2.315 -2.740 2.221
H 3.759 -3.119 1.289
H 0.263 0.241 -2.622
H -3.689 -1.851 -3.032
H -1.854 -0.211 3.507
H -2.907 -0.312 2.015
H 1.751 -0.605 -0.353
H -1.064 -2.725 3.264
H -0.246 -2.853 -4.133
H -1.581 0.974 2.328
H -1.974 4.595 4.074
H 2.242 -2.808 5.185
H -1.888 1.527 -0.575
H -6.797 0.475 6.051
H 2.524 -2.472 -3.161
H 2.706 -0.039 -3.592
H 0.162 -1.534 -2.064
H -1.287 6.655 -2.468
H -4.389 2.353 -2.206
H 0.763 -1.115 3.371
H 1.183 -1.877 1.745
H 2.758 -4.113 -5.164
H 2.245 -4.290 2.644
H 3.288 -2.541 -7.666
H -4.105 -4.584 -4.535
H -1.266 -0.405 -2.233
H 3.375 -4.739 -0.315
H -4.128 4.271 1.776
H 2.448 -4.119 -1.832
H -1.865 -3.411 -5.870
*
```